1.
Density functional theory data (the ωB97M-V functional and the def2-TZVPD basis) for an isolated molecule of C5H7NOS in a non-equilibrium geometry.

Output
calculated total energy = -722.78824 a.u.
relative energy (zero: lowest compared OMol25 entry of this formula, charge and spin) = 81.47 kcal/mol
SMILES = S=C1CN2C[C@@H]2CO1
E_LUMO = 0.6 eV
HOMO level = -8.50 eV
2S+1 = 1

The geometry in XYZ format:
```
15
C5H7NOS, DFT the ωB97M-V functional and the def2-TZVPD basis
S -2.60091 -0.23425 -0.05646
C -0.98595 -0.00814 -0.01574
C 0.03112 -1.00470 0.22286
N 1.26008 -0.85350 -0.56669
C 2.49643 -0.78375 0.28063
C 1.87372 0.49121 -0.40589
C 0.96864 1.36663 0.32328
O -0.48341 1.22511 -0.08050
H 0.02442 -0.72965 1.39558
H -0.27413 -2.12368 0.27230
H 3.32589 -1.12200 -0.21840
H 2.33238 -1.00952 1.34963
H 2.70931 0.78631 -1.17079
H 1.23577 2.39843 0.06091
H 1.00386 1.35421 1.39413
```

Löwdin population analysis, charges in e, atoms 1 to 4: 0.708, -0.917, -0.237, -0.045



2.
Density functional theory data (the ωB97M-V functional and the def2-TZVPD basis) for a structure of composition C13H24N3OPb in a non-equilibrium geometry.

Output
calculated total energy = -941.92746 a.u.
E_LUMO (alpha / beta) = 0.6 / 0.6 eV
HOMO level (alpha / beta) = -4.79 / -7.22 eV
expectation value of S² = 0.753
2S+1 = 2

The geometry in XYZ format:
```
42
C13H24N3OPb, DFT the ωB97M-V functional and the def2-TZVPD basis
Pb 0.92801 -2.45772 1.58701
C 1.21387 0.83538 -0.21199
O 1.17772 -0.02797 0.89459
H 1.89878 0.62536 -1.03350
H 0.38283 0.66780 -0.89711
H 1.21484 1.87183 0.12545
C 0.66810 -2.25403 -4.81883
C 1.47466 -1.01715 -4.25843
C 2.88602 -1.25580 -3.55301
C 2.67427 -1.98670 -2.24750
N 2.55090 -2.48165 -1.22892
H 1.43022 -2.74822 -5.42137
H -0.14940 -1.81351 -5.38957
H 0.19453 -2.99177 -4.17109
H 0.92767 -0.21494 -3.76311
H 1.72944 -0.35662 -5.08721
H 3.38458 -0.30944 -3.34340
H 3.60189 -1.83827 -4.13297
C -3.00412 1.03170 -0.44470
C -3.84005 0.03311 -1.10890
C -3.78324 -1.39294 -0.41654
C -2.38340 -1.89544 -0.09427
N -1.35526 -2.41628 0.11249
H -2.04965 0.59179 -0.15562
H -3.57898 1.30067 0.44146
H -2.87068 1.84809 -1.15448
H -3.57253 -0.13982 -2.15131
H -4.84111 0.46433 -1.11557
H -4.25035 -2.14194 -1.05601
H -4.22772 -1.43626 0.57777
C -0.30100 2.49132 4.90960
C 1.24330 2.43427 4.84589
C 1.92629 1.49734 3.78653
C 1.66647 0.07028 3.95602
N 1.47895 -1.09430 4.16932
H -0.70690 1.49346 5.07580
H -0.84012 2.83982 4.02870
H -0.63540 3.08930 5.75736
H 1.52100 2.24198 5.88223
H 1.57186 3.43752 4.57451
H 3.01297 1.48153 3.70302
H 1.63085 1.92369 2.82786
```

Löwdin population analysis, charges in e, atoms 1 to 4: 0.858, -0.331, -0.606, 0.030



3.
Density functional theory data (the ωB97M-V functional and the def2-TZVPD basis) for a structure of composition C28H38F6N7O2RuSb in a non-equilibrium geometry.

Output
calculated total energy = -2557.24993 a.u.
relative energy (zero: lowest compared OMol25 entry of this formula, charge and spin) = 0.00 kcal/mol
E_LUMO (alpha / beta) = -6.9 / -9.0 eV
HOMO level (alpha / beta) = -13.48 / -13.43 eV
expectation value of S² = 6.085
charge = +2
2S+1 = 5

The geometry in XYZ format:
```
83
C28H38F6N7O2RuSb, DFT the ωB97M-V functional and the def2-TZVPD basis
Ru 0.35589 1.18812 -0.12167
C -0.50693 3.75120 3.17871
C -0.17776 3.14074 1.87040
N 0.25855 1.89966 1.80110
O 0.51709 1.34454 3.02389
C -0.03533 3.85695 0.69165
C -0.39305 5.26024 0.40779
N 0.32767 3.03552 -0.30183
O 0.42992 3.52303 -1.42010
H -0.49944 4.83078 3.12958
H 0.20673 3.51507 3.94621
H -1.48749 3.43668 3.52405
H 1.33620 0.80700 2.90991
H -0.38251 5.99430 1.23191
H -1.37845 5.25114 -0.04370
H 0.25739 5.70247 -0.35283
C 1.51796 -5.44162 -2.24741
C 2.57489 -5.16445 -1.19649
C 3.65304 -6.00856 -0.95595
C 4.55294 -5.78348 0.04553
C 4.36623 -4.70453 0.92924
C 3.31986 -3.79480 0.68262
C 2.44275 -4.01551 -0.37907
N 1.37862 -3.10907 -0.61854
C 1.38723 -1.71916 -0.58645
N 2.61436 -1.20578 -0.88043
C 3.13229 0.09105 -0.66621
C 2.39067 1.14429 -0.06697
C 3.17038 2.21186 0.41486
C 4.54961 2.36615 0.15434
C 5.19260 1.43810 -0.64201
C 4.45635 0.32584 -1.08660
C 4.97936 -0.43704 -2.28387
N 0.25553 -1.00144 -0.49005
C -0.99962 -1.72274 -0.32257
C -1.81238 -1.84572 -1.43998
C -2.92378 -2.72379 -1.40870
C -3.18931 -3.43558 -0.25927
C -2.39392 -3.24219 0.87676
C -1.26406 -2.48094 0.85619
C -0.46455 -2.33113 2.10943
H 1.66520 -6.42664 -2.70423
H 1.54088 -4.70446 -3.08492
H 0.48621 -5.47221 -1.82552
H 3.84478 -6.83304 -1.63426
H 5.48033 -6.36792 0.14717
H 4.99663 -4.57760 1.82749
H 3.18973 -2.87360 1.31128
H 0.44382 -3.60184 -0.80712
H 3.29035 -1.92750 -1.16756
H 2.71771 3.05735 0.95414
H 5.05876 3.22963 0.60512
H 6.21209 1.58261 -1.03211
H 5.76570 0.14478 -2.80188
H 4.17777 -0.68994 -3.00214
H 5.42896 -1.41449 -2.06164
H -1.51009 -1.30606 -2.33112
H -3.58076 -2.82643 -2.24690
H -3.99493 -4.18984 -0.21335
H -2.69040 -3.75930 1.81730
H 0.60504 -2.41497 1.89849
H -0.77555 -3.12695 2.81507
H -0.62495 -1.30084 2.54874
F -3.00889 3.89014 -1.23995
Sb -4.56462 5.04918 -1.02421
F -3.30036 6.43949 -0.42718
F -6.17503 6.05770 -0.65334
F -4.58041 5.50083 -2.95340
F -5.60208 3.40460 -1.40193
F -4.62990 4.36498 0.77422
N -5.57738 1.55422 0.66315
C -4.37023 0.99789 0.00995
C -3.03697 1.40782 0.70801
N -1.93553 1.27338 -0.27600
H -6.33301 0.88200 0.89093
H -6.01922 2.34052 0.13903
H -5.38200 1.93083 1.60613
H -4.35195 1.32772 -1.00365
H -4.40223 -0.09380 0.14595
H -2.87949 0.75862 1.60204
H -3.11195 2.43955 1.08345
H -2.18227 1.97498 -0.96674
H -1.99926 0.35145 -0.70195
```

Löwdin population analysis, charges in e, atoms 1 to 4: 1.395, 0.038, -0.254, -0.099



4.
Density functional theory data (the ωB97M-V functional and the def2-TZVPD basis) for the ion C5H7N3 with charge +2 in a non-equilibrium geometry.

Output
calculated total energy = -358.05402 a.u.
relative energy (zero: lowest compared OMol25 entry of this formula, charge and spin) = 97.88 kcal/mol
E_LUMO (alpha / beta) = -13.0 / -13.4 eV
HOMO level (alpha / beta) = -20.52 / -20.45 eV
charge = +2
2S+1 = 1

The geometry in XYZ format:
```
15
C5H7N3, DFT the ωB97M-V functional and the def2-TZVPD basis
C 0.34305 1.26821 0.24631
C 1.17975 0.10354 0.08463
C -1.70903 -0.12676 0.28284
C -0.76894 -1.17257 0.65287
C 2.59427 0.20388 -0.39368
N 0.52876 -0.98301 0.10043
N -0.50442 2.02834 0.15781
N -2.60012 0.17843 -0.52358
H -0.68990 -1.32958 1.75936
H -1.47098 -1.93335 0.36114
H 3.17085 0.49742 0.58774
H 2.99383 1.07122 -0.97760
H 3.05079 -0.77001 -0.71657
H -3.04106 -0.10501 -1.39735
H -3.07684 1.06925 -0.22436
```

Löwdin population analysis, charges in e, atoms 1 to 4: -0.056, -0.259, 0.176, -0.061